C62H171N15O16 | ωB97M-V/def2-TZVPD

Geometry (Å):
H -4.86 -5.44 0.24
H 3.02 -5.50 3.48
C 0.83 4.69 7.97
H -3.30 2.21 -3.05
H 2.16 0.90 -1.60
H -5.08 3.09 4.21
H -3.54 -1.32 -1.45
N 2.09 -4.84 6.65
H -1.31 -2.73 -1.38
C -4.09 -0.47 -1.05
C 7.60 -2.01 -4.14
H 5.04 -7.71 -1.32
H -1.01 3.70 8.56
H -2.50 -2.39 -9.49
H -12.29 -0.64 -0.35
H 4.30 5.44 0.88
H -11.22 1.82 0.68
H -3.54 -7.14 -1.53
O 4.92 7.77 -0.43
N 0.67 3.04 9.52
H -0.25 -4.80 4.82
C -2.89 1.41 -2.43
O 8.71 -2.85 -4.38
C 3.27 -5.33 4.53
N -1.63 1.03 1.74
C 2.55 2.37 -3.98
H -2.42 8.33 3.51
H -2.58 5.44 -6.78
H -0.17 -1.96 -2.51
H 1.21 2.21 9.32
C 0.03 -2.17 -9.97
H -2.29 6.75 4.96
H 1.71 1.78 -3.61
H 6.44 -8.84 -2.96
O -1.36 -3.44 -3.43
O 4.84 -0.84 6.55
H -7.86 5.48 4.88
H -0.65 -2.83 -8.19
H -6.73 0.90 1.47
H 7.04 -2.40 -7.31
C -9.78 0.30 0.30
H 7.04 -7.63 -4.14
H -0.77 3.11 -4.87
H 7.64 -3.41 -6.20
H -8.19 2.24 3.88
H 0.04 -1.26 -10.56
H 0.09 0.16 -8.38
O -2.09 1.85 -1.38
C -7.04 3.88 3.83
H 1.74 3.62 -1.53
H -1.06 5.64 -5.85
C 7.11 -1.53 -5.57
H -4.55 -8.34 4.10
H 3.69 -0.27 8.12
H 6.42 -5.24 1.28
H 5.99 -6.82 1.25
C 5.78 -0.75 -5.60
H 5.28 -7.93 -3.87
C 1.92 -5.30 5.27
H 3.07 4.58 -4.09
H 6.36 7.74 1.11
H 5.29 -0.59 -6.56
H 0.97 4.34 -4.78
H 9.30 -4.75 -3.89
H 0.88 0.11 3.38
O 1.28 -1.14 -7.46
H -2.73 -3.02 -4.97
O 3.76 1.84 -3.46
C -6.86 5.04 4.88
H 5.83 -5.58 5.20
H 2.47 2.51 -5.06
H 2.95 4.98 -6.29
H -2.47 -5.92 1.96
C -2.20 -2.54 -4.15
N -5.26 0.62 -2.88
H 6.26 6.29 0.01
C 0.30 1.01 3.24
C -0.64 -1.86 -8.68
H -5.70 1.53 -2.87
C 0.01 3.46 8.26
N 1.08 4.46 -3.78
H -4.05 -8.06 -0.15
H 0.09 0.45 -0.32
H 0.87 1.84 3.66
C -1.23 3.70 -6.72
H 0.39 3.29 -8.06
H -1.13 4.05 2.62
H 0.66 -0.59 0.96
H 1.92 0.20 -6.15
H -7.29 1.67 0.08
H 3.64 -0.32 4.13
C 6.26 -7.86 -3.41
C 5.32 -6.52 4.99
H -0.46 0.82 4.00
H -4.97 0.62 -3.85
N -4.04 7.68 2.24
C 5.26 -5.69 -0.50
H -3.37 3.15 1.82
N -7.92 2.95 4.55
H 3.06 -4.97 6.88
H 3.61 1.18 -0.76
H 5.04 -1.25 -4.97
C -0.98 2.59 -1.89
C 0.56 0.45 0.66
H 5.36 -4.65 -0.84
H 8.34 -4.02 -2.61
H 4.35 -1.92 8.32
H -2.83 -8.04 3.73
H -0.16 -5.21 -0.59
H 5.41 -6.73 3.92
H 2.64 5.12 -1.73
O 6.42 -6.75 -2.54
H -7.71 4.29 3.08
H -1.79 0.94 0.75
H -4.85 9.50 3.90
H -3.83 8.81 5.21
H 0.81 -3.48 4.74
H 7.31 -6.24 0.17
H -2.44 1.97 7.40
H -3.56 -0.11 -0.16
C 5.02 -1.83 4.18
H 2.69 -0.37 -0.66
C 2.40 3.93 -3.53
N -12.14 0.36 -0.40
O -4.94 4.43 2.62
H 1.05 -2.52 -9.80
H -12.00 0.86 2.61
N -3.14 -4.82 -0.32
H -0.04 2.68 10.14
C 5.25 -6.71 -1.71
H -4.63 1.47 -1.29
H -4.94 7.27 2.47
H 3.00 -1.60 7.20
H -3.24 -4.87 -1.33
H -12.46 -0.70 1.76
C -5.65 3.35 3.33
C 5.71 7.03 0.58
N 3.98 -5.74 0.22
C 0.21 2.25 7.13
C 6.31 -6.04 0.55
H -0.37 1.99 -2.56
H 1.52 -5.37 7.29
C -11.23 0.73 0.62
C -3.56 -5.98 1.88
H 6.57 -2.84 3.56
H -5.81 2.49 2.67
H -13.09 0.69 -0.28
H 1.01 5.46 -3.71
H -5.03 -0.77 -0.59
H -6.58 4.77 5.90
H 9.91 -3.37 -2.82
H 1.80 4.47 7.52
H 1.11 -5.80 -1.63
H -0.78 4.79 4.20
C -2.92 6.50 4.11
C -4.42 8.59 4.32
H -5.20 7.87 4.57
C 0.77 -4.54 4.52
H -1.97 0.74 6.19
H -1.55 -1.84 -4.68
H -3.90 -6.78 4.29
H -3.49 6.95 1.81
C 9.08 -3.81 -3.38
C -4.08 3.94 1.56
H 5.44 5.64 2.23
H 2.14 6.12 -7.30
C -0.18 1.29 1.76
H -0.11 2.35 1.51
H -0.19 4.93 -8.04
H 5.87 2.19 -3.25
H 4.44 -6.23 -2.25
H -2.51 -7.44 -0.06
C -1.90 1.04 7.23
C 4.79 6.16 1.52
H 5.59 -0.99 3.78
H -3.71 5.81 4.39
H -0.24 2.53 6.18
H 5.47 -2.68 2.52
N -1.13 2.65 -5.70
N 1.28 -3.15 -0.91
H -2.34 4.85 -5.07
H 0.98 5.42 8.76
H 5.95 0.17 -5.04
H -6.08 5.70 4.50
H 3.21 -0.59 -7.07
H -3.90 -5.06 2.36
H -4.63 3.47 0.75
H 2.99 -1.80 4.67
H 3.34 -1.58 2.89
H 4.91 3.59 -3.72
H -0.53 -2.86 -10.60
H 2.63 4.67 -7.97
C -1.56 4.59 3.46
C -3.86 -5.84 0.36
H -8.85 3.33 4.69
H 1.64 -6.35 5.42
H 3.93 -4.46 4.54
H 7.89 -0.96 -6.08
H 3.83 -4.97 0.86
H -1.85 3.42 -7.58
C 2.22 -0.12 -7.14
H 7.57 -1.32 -3.30
C -1.90 4.98 -6.06
H -1.83 0.07 1.98
C -11.71 0.07 1.91
H -1.31 3.52 -2.36
C -3.37 7.79 3.53
C -0.01 -0.79 -7.86
H -7.31 -0.10 0.06
H -2.26 0.15 7.75
H -3.57 4.77 1.07
H 1.26 2.02 6.94
H -0.34 2.94 -1.08
O -8.84 0.87 1.17
O 1.12 4.33 -6.45
H 3.95 -6.57 0.79
H 5.01 -2.87 6.18
C 5.29 -1.90 5.78
H -0.67 -0.62 -7.00
H -2.53 -1.46 -8.18
H 6.00 -7.22 5.49
H 2.16 -3.54 -0.62
O 3.92 -6.35 5.23
C 2.17 5.06 -7.05
H -10.89 -0.39 2.46
H 1.51 -2.21 -1.21
H -2.29 3.88 3.85
H 1.19 -3.80 -2.90
H -0.48 -5.60 -2.35
H 3.52 3.66 -1.71
O -0.52 1.05 7.55
C 5.00 2.51 -3.82
C -3.50 -7.16 -0.44
H 6.75 -2.59 -3.78
N 6.91 -2.73 -6.36
H -9.58 -0.76 0.41
C -3.84 -7.65 3.63
H 5.10 2.22 -4.87
C -7.48 0.78 0.69
H 6.36 -2.00 5.98
H -9.56 0.45 -0.76
O 1.88 1.14 0.45
C -0.69 -2.89 -2.26
H -3.76 -4.11 0.04
C 0.59 -3.81 -1.99
H 2.21 0.80 -7.72
C 2.63 0.71 -0.64
C 0.20 -5.19 -1.62
H 0.25 5.38 7.36
C 0.08 4.10 -7.39
N -2.04 -1.62 -9.05
C 2.58 4.08 -2.05
C -4.20 0.73 -1.96
N 5.58 -2.99 3.47
H 3.96 6.64 2.04
H 5.52 8.28 -0.97
O -4.25 -7.20 2.38
H 0.75 -4.67 3.44
C 3.66 -1.39 3.91
H -2.34 0.73 -3.09
H -2.93 -2.04 -3.51
H -0.41 1.97 -5.93
O -2.11 5.86 3.10
C 3.92 -1.21 7.62

Results
HOMO-LUMO gap = 9.1152 eV
LUMO level = 0.23 eV
Electronic energy = -4489.3024 Ha

Löwdin population analysis, charges in e, atoms 1 to 99: atom 1 (H): 0.1257, atom 2 (H): 0.1130, atom 3 (C): -0.1085, atom 4 (H): 0.1205, atom 5 (H): 0.0570, atom 6 (H): 0.1224, atom 7 (H): 0.0532, atom 8 (N): 0.0356, atom 9 (H): 0.1088, atom 10 (C): -0.0410, atom 11 (C): -0.1855, atom 12 (H): 0.1251, atom 13 (H): 0.1277, atom 14 (H): 0.0725, atom 15 (H): 0.0685, atom 16 (H): 0.0554, atom 17 (H): 0.1410, atom 18 (H): 0.0707, atom 19 (O): -0.1163, atom 20 (N): 0.0088, atom 21 (H): 0.0598, atom 22 (C): -0.2067, atom 23 (O): -0.2074, atom 24 (C): -0.2030, atom 25 (N): 0.0421, atom 26 (C): -0.1500, atom 27 (H): 0.1370, atom 28 (H): 0.0730, atom 29 (H): 0.1034, atom 30 (H): 0.0576, atom 31 (C): -0.0775, atom 32 (H): 0.1264, atom 33 (H): 0.1013, atom 34 (H): 0.0842, atom 35 (O): -0.2000, atom 36 (O): -0.1865, atom 37 (H): 0.0716, atom 38 (H): 0.1385, atom 39 (H): 0.0673, atom 40 (H): 0.0715, atom 41 (C): -0.2314, atom 42 (H): 0.0888, atom 43 (H): 0.0268, atom 44 (H): 0.0632, atom 45 (H): 0.0526, atom 46 (H): 0.0829, atom 47 (H): 0.1246, atom 48 (O): -0.1831, atom 49 (C): -0.3985, atom 50 (H): 0.0681, atom 51 (H): 0.0632, atom 52 (C): -0.4097, atom 53 (H): 0.0857, atom 54 (H): 0.0811, atom 55 (H): 0.0573, atom 56 (H): 0.0652, atom 57 (C): -0.0596, atom 58 (H): 0.0864, atom 59 (C): -0.3955, atom 60 (H): 0.1105, atom 61 (H): 0.0995, atom 62 (H): 0.0608, atom 63 (H): 0.0076, atom 64 (H): 0.0889, atom 65 (H): 0.0589, atom 66 (O): -0.1754, atom 67 (H): 0.0833, atom 68 (O): -0.2203, atom 69 (C): -0.0571, atom 70 (H): 0.0703, atom 71 (H): 0.0978, atom 72 (H): 0.0790, atom 73 (H): 0.1170, atom 74 (C): -0.1045, atom 75 (N): 0.0459, atom 76 (H): 0.0947, atom 77 (C): -0.0379, atom 78 (C): -0.4723, atom 79 (H): 0.0757, atom 80 (C): -0.3651, atom 81 (N): 0.0458, atom 82 (H): 0.0619, atom 83 (H): 0.0984, atom 84 (H): 0.0674, atom 85 (C): -0.3883, atom 86 (H): 0.1191, atom 87 (H): 0.0715, atom 88 (H): 0.1147, atom 89 (H): 0.0732, atom 90 (H): 0.0832, atom 91 (H): 0.0897, atom 92 (C): -0.1203, atom 93 (C): -0.0785, atom 94 (H): 0.0542, atom 95 (H): 0.0734, atom 96 (N): 0.0543, atom 97 (C): -0.3978, atom 98 (H): 0.0594, atom 99 (N): 0.0133